(1)
DFT (ωB97M-V/def2-TZVPD) results for one molecule with the formula C19H17N5O5S at a distorted geometry.

Geometry as ORCA input:
```
! wB97M-V def2-TZVPD RIJCOSX def2/J DEFGRID3
* xyz 0 1
C 4.846 9.112 -1.145
O 5.104 7.894 -1.804
C 4.374 6.803 -1.476
C 3.361 6.777 -0.519
C 2.670 5.606 -0.270
C 2.974 4.438 -0.961
C 2.288 3.149 -0.734
O 2.777 2.070 -1.005
N 1.023 3.232 -0.201
C 0.271 2.121 0.063
N -0.944 2.185 0.505
N -1.482 0.986 0.696
C -0.698 0.007 0.406
C -1.068 -1.418 0.553
C -0.098 -2.153 1.466
O 0.915 -1.688 1.932
N -0.467 -3.439 1.725
N -1.575 -3.993 1.207
C -1.851 -5.206 1.483
C -3.026 -5.850 0.950
C -3.917 -5.172 0.117
C -5.037 -5.789 -0.393
C -5.297 -7.121 -0.077
O -6.382 -7.781 -0.549
C -4.423 -7.815 0.752
C -3.296 -7.195 1.265
O -2.436 -7.862 2.075
S 0.883 0.507 -0.166
C 4.007 4.464 -1.902
C 4.691 5.626 -2.163
H 5.545 9.830 -1.571
H 3.822 9.456 -1.323
H 5.023 9.031 -0.068
H 3.107 7.662 0.042
H 1.911 5.616 0.499
H 0.575 4.120 -0.035
H -1.055 -1.925 -0.415
H -2.075 -1.494 0.964
H 0.145 -3.989 2.335
H -1.211 -5.812 2.131
H -3.702 -4.142 -0.117
H -5.716 -5.247 -1.036
H -6.907 -7.194 -1.108
H -4.641 -8.847 0.986
H -2.745 -8.767 2.203
H 4.252 3.550 -2.420
H 5.484 5.658 -2.893
*
```

Calculated values
SMILES   COc1ccc(C(=O)Nc2nnc(CC(=O)N/N=C/c3ccc(O)cc3O)s2)cc1
Energy relative to the best compared isomer or geometry (same formula, charge and spin)   0.0 kcal per mole
E_LUMO   0.4 eV
Largest force on an atom   1.66 eV/A
Highest occupied orbital energy   -8.10 eV
E   -1782.397515 Eh


(2)
DFT (ωB97M-V/def2-TZVPD) results for one molecule with the formula C21H27ClN2O5.

Geometry as ORCA input:
```
! wB97M-V def2-TZVPD RIJCOSX def2/J DEFGRID3
* xyz 0 1
C -6.291 3.135 0.310
O -5.992 1.743 0.218
C -4.699 1.437 0.537
C -3.750 1.311 -0.480
C -4.144 1.529 -1.914
C -2.451 0.968 -0.138
C -2.091 0.723 1.181
C -0.674 0.324 1.456
O 0.251 0.725 0.766
N -0.485 -0.522 2.502
C 0.825 -1.103 2.752
C 1.149 -2.230 1.777
C 2.511 -2.844 2.017
O 3.493 -1.834 1.898
C 4.788 -2.336 1.648
C 5.704 -1.155 1.384
N 5.171 -0.257 0.359
C 4.900 -0.795 -0.888
O 5.690 -1.469 -1.511
C 3.620 -0.357 -1.435
C 2.536 0.011 -1.797
C 1.220 0.460 -2.225
C 1.156 1.023 -3.651
C -0.331 0.881 -3.988
O -0.874 -0.089 -3.081
C 0.182 -0.659 -2.323
C -3.039 0.839 2.189
C -4.334 1.199 1.859
Cl -5.522 1.345 3.115
H -7.332 3.247 0.020
H -6.154 3.496 1.331
H -5.657 3.713 -0.368
H -3.361 1.161 -2.576
H -5.076 1.013 -2.142
H -4.302 2.589 -2.124
H -1.706 0.869 -0.918
H -1.294 -0.983 2.881
H 1.565 -0.311 2.657
H 0.845 -1.463 3.783
H 0.392 -3.016 1.854
H 1.117 -1.829 0.762
H 2.569 -3.306 3.013
H 2.695 -3.632 1.277
H 5.161 -2.915 2.502
H 4.768 -2.997 0.772
H 5.835 -0.568 2.292
H 6.682 -1.519 1.073
H 4.361 0.237 0.711
H 0.853 1.194 -1.504
H 1.505 2.052 -3.713
H 1.770 0.411 -4.312
H -0.875 1.816 -3.840
H -0.491 0.549 -5.015
H 0.607 -1.532 -2.831
H -0.210 -0.958 -1.352
H -2.785 0.684 3.229
*
```

Calculated values
SMILES   COc1c(C)cc(C(=O)NCCCOCCNC(=O)C#C[C@H]2CCOC2)cc1Cl
Energy relative to the best compared isomer or geometry (same formula, charge and spin)   46.4 kcal per mole
E_LUMO   0.6 eV
Largest force on an atom   0.95 eV/A
Highest occupied orbital energy   -9.23 eV
E   -1762.271239 Eh


(3)
DFT (ωB97M-V/def2-TZVPD) results for one molecule with the formula C4H7NO at a distorted geometry.

Geometry as ORCA input:
```
! wB97M-V def2-TZVPD RIJCOSX def2/J DEFGRID3
* xyz 0 1
C 1.048 0.954 -0.844
N -0.131 0.253 -0.489
C -0.075 -1.259 -0.243
C -0.775 -1.047 1.079
O -1.093 -1.707 2.035
C -0.879 0.446 0.744
H 0.779 1.985 -1.085
H 1.795 0.915 -0.043
H 1.474 0.505 -1.753
H -0.765 -1.052 -1.076
H 0.821 -1.892 -0.376
H -0.302 1.060 1.432
H -1.896 0.839 0.619
*
```

Calculated values
SMILES   CN1CC(=O)C1
Energy relative to the best compared isomer or geometry (same formula, charge and spin)   84.0 kcal per mole
E_LUMO   0.9 eV
Largest force on an atom   3.31 eV/A
Highest occupied orbital energy   -8.62 eV
E   -286.497750 Eh


(4)
DFT (ωB97M-V/def2-TZVPD) results for C28H43Cl2N4O2P2Pb as an isolated structure.

Geometry as ORCA input:
```
! wB97M-V def2-TZVPD RIJCOSX def2/J DEFGRID3
* xyz 1 1
Pb -0.027 -1.029 1.124
Cl -0.194 1.796 3.381
C -0.542 1.636 5.115
Cl 0.153 0.179 5.823
H -1.616 1.574 5.244
H -0.127 2.494 5.629
C -3.356 0.831 -0.274
P -1.891 1.866 0.195
C -1.372 2.219 -1.540
N -1.474 3.423 -2.041
C -1.265 3.617 -3.364
C -1.303 4.914 -3.917
C -1.175 5.071 -5.269
C -1.025 3.954 -6.119
C -0.983 2.687 -5.610
C -1.068 2.502 -4.213
N -0.869 1.281 -3.667
C -0.920 1.137 -2.370
P -0.286 -0.514 -1.782
C -1.425 -1.607 -2.708
C 1.381 -0.726 -2.660
C 1.491 -0.319 -4.129
C 2.357 0.129 -1.837
C 1.691 -2.231 -2.577
C -2.716 3.450 0.817
C -3.267 3.115 2.209
C -1.603 4.496 0.957
C -3.859 3.973 -0.053
H -3.948 1.302 -1.057
H -3.974 0.675 0.610
H -3.004 -0.141 -0.619
H -1.441 5.759 -3.255
H -1.216 6.059 -5.706
H -0.933 4.111 -7.186
H -0.864 1.816 -6.242
H -1.471 -1.293 -3.750
H -2.418 -1.539 -2.264
H -1.085 -2.636 -2.614
H 1.473 0.756 -4.269
H 0.698 -0.759 -4.731
H 2.450 -0.689 -4.507
H 2.146 1.191 -1.984
H 3.389 -0.058 -2.141
H 2.270 -0.077 -0.767
H 1.354 -2.732 -3.485
H 1.206 -2.714 -1.727
H 2.767 -2.388 -2.492
H -2.496 2.674 2.842
H -4.104 2.416 2.152
H -3.625 4.028 2.688
H -0.773 4.096 1.545
H -1.982 5.386 1.466
H -1.225 4.787 -0.019
H -4.719 3.302 -0.028
H -3.548 4.118 -1.083
H -4.190 4.941 0.335
C 3.023 -1.981 4.406
N 2.148 -3.139 4.743
C 2.986 -4.332 5.019
C 1.080 -3.390 3.672
C 1.699 -3.642 2.327
C 2.215 -4.906 2.048
C 2.982 -5.122 0.915
C 3.313 -4.035 0.121
C 2.731 -2.799 0.371
C 1.835 -2.575 1.419
H 3.847 -1.935 5.114
H 2.449 -1.064 4.450
H 3.402 -2.121 3.398
H 1.633 -2.915 5.594
H 3.583 -4.546 4.138
H 2.357 -5.189 5.248
H 3.643 -4.128 5.861
H 0.460 -2.497 3.642
H 0.472 -4.225 4.017
H 1.999 -5.740 2.709
H 3.332 -6.114 0.665
H 3.979 -4.154 -0.724
H 2.988 -1.975 -0.280
O -1.281 -3.060 2.064
N -1.381 -3.673 0.988
O -0.941 -3.054 -0.002
*
```

Calculated values
Energy relative to the best compared isomer or geometry (same formula, charge and spin)   21.8 kcal per mole
E_LUMO   -2.4 eV
Largest force on an atom   0.90 eV/A
Highest occupied orbital energy   -10.08 eV
E   -3257.868058 Eh


(5)
DFT (ωB97M-V/def2-TZVPD) results for C12H26NO9Sr as an isolated structure at a distorted geometry.

Geometry as ORCA input:
```
! wB97M-V def2-TZVPD RIJCOSX def2/J DEFGRID3
* xyz -1 1
Sr -8.687 -18.378 19.959
C -10.288 -17.692 24.276
C -9.777 -18.057 22.855
O -8.711 -18.672 22.695
O -10.489 -17.540 21.974
H -9.595 -17.002 24.758
H -10.185 -18.597 24.874
H -11.246 -17.196 24.430
C -12.824 -18.838 17.935
C -11.449 -18.513 18.419
O -10.485 -19.230 18.052
O -11.240 -17.515 19.132
H -13.546 -18.903 18.748
H -12.790 -19.849 17.529
H -13.132 -18.177 17.125
C -8.304 -14.036 18.370
C -8.496 -15.401 18.971
O -8.843 -15.545 20.146
O -8.192 -16.436 18.343
H -8.727 -14.113 17.368
H -7.249 -13.767 18.421
H -9.015 -13.343 18.818
C -4.041 -17.422 23.886
O -3.779 -17.502 22.486
C -4.590 -16.599 21.721
C -6.006 -17.189 21.414
N -5.948 -18.346 20.525
C -5.425 -18.054 19.165
C -5.758 -19.314 18.365
O -7.209 -19.517 18.286
C -7.543 -20.752 17.696
H -5.034 -17.041 24.126
H -3.374 -16.654 24.277
H -3.965 -18.364 24.429
H -3.974 -16.483 20.829
H -4.748 -15.641 22.218
H -6.668 -16.353 21.189
H -6.461 -17.433 22.374
H -5.319 -19.062 20.860
H -4.354 -17.934 18.996
H -5.898 -17.149 18.784
H -5.302 -20.200 18.808
H -5.434 -19.280 17.325
H -7.364 -20.826 16.624
H -8.626 -20.875 17.710
H -7.038 -21.533 18.266
O -9.191 -20.781 20.401
H -9.237 -21.147 21.285
H -9.401 -21.517 19.826
*
```

Calculated values
Energy relative to the best compared isomer or geometry (same formula, charge and spin)   33.7 kcal per mole
E_LUMO   2.3 eV
Largest force on an atom   3.92 eV/A
Highest occupied orbital energy   -4.68 eV
E   -1235.659728 Eh


(6)
DFT (ωB97M-V/def2-TZVPD) results for C21H44N3OP2SSc as an isolated structure at a distorted geometry.

Geometry as ORCA input:
```
! wB97M-V def2-TZVPD RIJCOSX def2/J DEFGRID3
* xyz 2 1
Sc 0.082 0.762 -0.006
P 1.426 1.248 1.745
P -1.618 0.614 -1.488
N -1.396 1.541 1.234
C 0.254 2.033 2.956
H 0.565 1.896 4.006
H 0.237 3.115 2.734
C -1.123 1.435 2.656
H -1.158 0.381 3.038
H -1.895 1.988 3.238
C -2.745 1.097 0.933
H -3.482 1.657 1.553
H -2.920 0.014 1.168
C -3.045 1.345 -0.548
H -3.037 2.433 -0.743
H -4.022 0.940 -0.865
C -2.201 -1.118 -1.917
C -1.064 -2.020 -2.426
H -1.411 -3.069 -2.461
H -0.181 -1.975 -1.772
H -0.748 -1.737 -3.444
C -1.501 1.661 -3.048
C -0.503 1.077 -4.062
H -0.276 1.827 -4.842
H -0.927 0.193 -4.569
H 0.445 0.778 -3.586
C 2.761 2.549 1.478
C 3.944 2.004 0.660
H 4.581 2.839 0.315
H 3.610 1.438 -0.225
H 4.576 1.340 1.274
C 2.133 -0.215 2.685
C 2.894 -1.195 1.776
H 3.102 -2.128 2.331
H 3.860 -0.777 1.449
H 2.315 -1.455 0.878
C 1.366 0.201 -1.105
C -2.834 2.044 -3.714
H -3.304 1.182 -4.214
H -3.557 2.459 -2.993
H -2.651 2.815 -4.486
C 3.234 3.309 2.729
H 3.855 4.171 2.422
H 2.392 3.699 3.324
H 3.852 2.674 3.384
C 2.944 0.127 3.945
H 3.107 -0.788 4.542
H 3.938 0.529 3.683
H 2.435 0.862 4.590
C -3.435 -1.202 -2.829
H -3.177 -0.954 -3.873
H -3.831 -2.234 -2.824
H -4.248 -0.530 -2.506
H -2.488 -1.483 -0.911
H 1.196 -0.715 3.002
H -1.057 2.587 -2.632
H 2.211 3.268 0.838
O 2.206 -0.230 -1.811
H 0.141 3.858 -0.256
H 0.548 3.563 -0.883
C 1.555 -3.859 -0.018
N 0.101 -3.946 -0.013
C -0.605 -5.021 -0.416
C -1.944 -4.764 -0.215
N -2.067 -3.533 0.314
C -0.815 -3.037 0.408
S -0.489 -1.577 1.095
H 1.881 -3.023 -0.667
H 1.915 -3.726 1.022
H 2.002 -4.798 -0.409
H -0.179 -5.936 -0.809
H -2.768 -5.434 -0.421
H -2.958 -3.073 0.602
*
```

Calculated values
Energy relative to the best compared isomer or geometry (same formula, charge and spin)   129.9 kcal per mole
E_LUMO (spin up / spin down)   -8.4 / -8.4 eV
Largest force on an atom   19.72 eV/A
Highest occupied orbital energy (spin up / spin down)   -13.93 / -13.93 eV
E   -2907.003468 Eh